a | The molecule C12H15N. Source: the Open Molecules 2025 dataset; level of theory: wB97M-V/def2-TZVPD.

* E_LUMO: 0.022 Eh
* SMILES: C=C=C1C=CC=NC=C1C(C)(C)C
* gap between HOMO and LUMO: 0.3344 hartree
* HOMO energy: -8.49 eV

Geometry as ORCA input:
```
! RIJCOSX wB97M-V def2-TZVPD def2/J DEFGRID3
* xyz 0 1
C 1.503 1.101 -2.448
C 0.601 1.504 -1.485
C 2.305 -0.029 -2.290
C 0.831 -1.261 -0.947
C 0.820 0.853 -0.126
C 0.053 -0.407 -0.247
C 1.581 1.115 0.852
C 2.493 1.233 1.710
C -2.271 -1.532 -0.084
C -1.916 0.776 0.589
C -0.993 -0.950 1.983
C -1.229 -0.592 0.504
N 2.012 -1.006 -1.540
H 1.489 1.675 -3.332
H -0.139 2.141 -1.830
H 3.333 0.034 -2.617
H 0.593 -2.331 -1.169
H 3.534 0.836 1.560
H 2.269 1.674 2.776
H -3.236 -1.411 0.479
H -2.651 -1.173 -1.035
H -2.022 -2.654 -0.065
H -2.153 1.173 -0.485
H -1.365 1.543 1.297
H -2.854 0.660 1.118
H -1.979 -0.784 2.560
H -0.132 -0.251 2.320
H -0.480 -1.934 1.954
*
```

b | A cluster of 2 separate species, C12H15N in total. Source: the Open Molecules 2025 dataset; level of theory: wB97M-V/def2-TZVPD.

* E_LUMO: 0.026 Eh
* gap between HOMO and LUMO: 0.3347 hartree
* HOMO energy: -8.40 eV

Geometry as ORCA input:
```
! RIJCOSX wB97M-V def2-TZVPD def2/J DEFGRID3
* xyz 0 1
C 1.749 -1.279 0.009
C 1.559 0.344 -0.431
C 2.683 1.227 -0.760
C 2.336 2.560 -0.610
C 1.090 3.140 -0.272
C 0.057 2.287 -0.302
C 0.331 0.860 -0.278
C -0.846 -0.047 -0.034
C -1.330 0.187 1.277
C -0.760 -1.239 1.110
C -1.665 -2.347 0.469
C -1.866 -0.972 -1.099
H 2.613 -1.580 -0.583
H 0.933 -2.120 -0.333
H 2.202 -1.152 1.183
H 3.539 0.974 -1.454
H 3.281 3.279 -0.744
H 0.847 4.189 -0.070
H -1.010 2.523 -0.058
H -0.887 0.846 1.902
H -2.353 0.216 1.306
H 0.068 -1.226 1.716
H -1.969 -3.100 1.472
H -0.718 -2.859 -0.181
H -3.500 -1.135 0.550
H -1.155 -1.599 -1.663
H -2.440 -0.146 -1.659
N -2.790 -1.829 -0.461
*
```

Stability, lowest: b

a | The molecule C2H3IS. Source: the Open Molecules 2025 dataset; level of theory: wB97M-V/def2-TZVPD.

* E_LUMO: -0.025 Eh
* SMILES: CC(=S)I
* gap between HOMO and LUMO: 0.3053 hartree
* HOMO energy: -8.98 eV

Geometry as ORCA input:
```
! RIJCOSX wB97M-V def2-TZVPD def2/J DEFGRID3
* xyz 0 1
C -1.593 0.929 -0.051
C -0.244 0.096 0.038
S -1.652 2.570 -0.280
I -3.266 -0.386 0.077
H 0.675 0.593 -0.322
H -0.478 -0.803 -0.388
H 0.012 -0.177 1.089
*
```

b | A structure of composition C2H3IS. Source: the Open Molecules 2025 dataset; level of theory: wB97M-V/def2-TZVPD.

* E_LUMO: -0.020 Eh
* gap between HOMO and LUMO: 0.3069 hartree
* HOMO energy: -8.90 eV

Geometry as ORCA input:
```
! RIJCOSX wB97M-V def2-TZVPD def2/J DEFGRID3
* xyz 0 1
C 0.592 -0.425 0.050
C -0.662 0.275 0.092
S 0.688 -2.044 0.038
I 2.313 0.818 0.049
H -0.873 1.061 0.825
H -1.403 -0.435 -0.033
H -0.655 0.750 -1.022
*
```

Stability, lowest: b

a | A cluster of 2 separate species, C4H10NS in total. Source: the Open Molecules 2025 dataset; level of theory: wB97M-V/def2-TZVPD.

* E_LUMO: -0.237 Eh
* gap between HOMO and LUMO: 0.2389 hartree
* HOMO energy: -12.96 eV

Geometry as ORCA input:
```
! RIJCOSX wB97M-V def2-TZVPD def2/J DEFGRID3
* xyz 1 1
C -1.081 -0.415 1.859
C -0.430 -1.117 0.667
C -0.147 0.247 1.002
C 1.163 0.494 -2.265
N -0.462 1.281 0.013
S 2.203 -0.588 -1.610
H -2.108 -0.002 1.700
H -0.844 -0.629 2.860
H 0.271 -1.877 0.954
H -1.066 -1.117 -0.242
H 0.763 0.441 1.486
H 0.189 0.037 -2.354
H 1.385 1.570 -2.376
H 0.212 2.036 0.035
H -1.420 1.338 -0.337
H 1.371 -1.698 -1.392
*
```

b | The ion C4H10NS with charge +1. Source: the Open Molecules 2025 dataset; level of theory: wB97M-V/def2-TZVPD.

* E_LUMO (alpha / beta): -0.168 / -0.159 Eh
* gap between HOMO and LUMO (alpha / beta): 0.2808 / 0.3117 hartree
* HOMO energy (alpha / beta): -12.21 / -12.81 eV

Geometry as ORCA input:
```
! RIJCOSX wB97M-V def2-TZVPD def2/J DEFGRID3
* xyz 1 1
C -1.398 -0.330 0.435
C -0.228 -0.203 -1.770
C 0.980 0.728 0.373
C 1.663 0.610 1.667
N -1.276 -0.899 -0.880
S 1.363 -0.325 -0.933
H -1.312 -1.001 1.264
H -2.000 0.550 0.527
H -0.174 -0.693 -2.742
H -0.534 0.838 -1.875
H 0.522 1.670 0.110
H 1.907 -0.422 1.909
H 1.051 1.043 2.457
H 2.597 1.180 1.654
H -1.001 -1.884 -0.794
H -2.161 -0.862 -1.404
*
```

c | The ion C4H10NS with charge +1. Source: the Open Molecules 2025 dataset; level of theory: wB97M-V/def2-TZVPD.

* E_LUMO: -0.123 Eh
* SMILES: CC[NH2+][C@H]1CS1
* gap between HOMO and LUMO: 0.3736 hartree
* HOMO energy: -13.50 eV

Geometry as ORCA input:
```
! RIJCOSX wB97M-V def2-TZVPD def2/J DEFGRID3
* xyz 1 1
C 2.532 -1.015 -0.015
C 1.225 -0.477 0.341
C -1.642 0.910 0.600
C -0.700 0.959 -0.599
N 0.124 -0.417 -0.658
S 2.658 0.793 0.095
H 3.229 -1.471 0.715
H 2.741 -1.391 -1.109
H 0.822 -0.540 1.343
H -2.565 1.335 0.314
H -1.804 -0.247 0.745
H -1.299 1.364 1.551
H 0.044 1.815 -0.732
H -1.422 0.982 -1.403
H 0.460 -0.280 -1.597
H -0.587 -1.138 -0.753
*
```

Stability, lowest: a